# 1
Here is C41H50DyN12S as an isolated structure at a distorted geometry from the OMol25 dataset. Energies are from ωB97M-V/def2-TZVPD.

ORCA input file:
```
! wB97M-V def2-TZVPD RIJCOSX def2/J DEFGRID3
* xyz 1 6
Dy -0.13149 -0.42956 -0.01816
S -1.64594 -1.48686 4.60874
N 0.87263 -2.67638 -0.19871
N 3.18428 1.48366 -0.23494
N -1.32742 -1.66956 -1.68768
N -0.18465 2.06000 1.40831
N 1.65450 0.74091 -3.22965
N -0.36239 4.04843 -1.51929
N -0.27199 1.83634 -1.31288
N 1.45671 -0.49209 -2.52878
N 2.31647 0.03463 1.32877
N -2.49807 0.30138 0.79965
N -0.49842 -1.01489 2.14351
N -3.38945 1.08177 2.68310
C -1.58192 2.45087 1.64183
C -0.72350 -2.89281 -1.95559
C -0.70343 -4.22628 1.67493
C -1.90102 1.92043 -4.64117
C 1.44539 -4.67331 2.85250
C -5.42899 -1.99513 2.57163
C 1.33652 0.24075 -5.59736
C -0.91634 3.54115 -2.67440
C 4.62136 0.26909 2.89787
C -4.85751 -2.49645 1.39816
C 1.54986 -3.36482 0.83919
C -2.48444 1.26303 1.69480
C 0.30569 -3.38942 -1.13050
C 3.58305 -0.18701 -4.53466
C 3.55760 -0.52902 3.30333
C 0.79239 -4.08144 1.77976
C -4.03531 -0.10489 2.43126
C -0.99273 -1.24223 3.19259
C -2.42069 -1.63009 -2.46622
C -3.46267 -0.59178 1.23730
C 3.55785 -3.89208 2.05833
C 2.93853 -3.27465 0.98204
C -2.53291 -2.77053 -3.26540
C -1.98203 3.31052 -4.76008
C -1.10236 -5.61312 1.16708
C 4.17865 -3.54635 -1.16591
C 2.81645 -4.58492 2.99647
C -0.85087 2.13990 -2.53152
C 2.33432 0.71089 -4.53613
C 2.72688 2.16648 -4.80730
C 0.52443 3.09081 0.65003
C 0.00149 2.99264 -0.74982
C 3.76357 -2.57255 -0.06043
C -1.45570 -3.57692 -2.94436
C -5.02327 -0.79423 3.11555
C 2.43910 -0.60870 2.49842
C -3.87326 -1.81497 0.71433
C -1.48673 4.14821 -3.78317
C -1.33606 1.31464 -3.53977
C 4.51598 0.94780 1.70291
C 3.35274 0.79302 0.94403
H 1.79394 0.26953 -6.58346
H 2.16129 1.38296 -2.62837
H -3.51409 1.66704 3.49267
H 5.51133 0.35941 3.50280
H -1.90366 3.07443 0.79850
H -1.55565 5.22060 -3.87770
H -1.70541 3.03567 2.56366
H 4.02235 1.83173 -0.67260
H 4.20436 0.01368 -3.66081
H -1.13478 -4.08128 2.66731
H 3.31477 -1.24299 -4.54544
H 3.51783 2.48665 -4.13051
H 3.59166 -1.07930 4.22975
H 1.58855 -1.20422 2.80312
H -2.18496 -5.71071 1.15096
H -3.43177 -2.20987 -0.18838
H -3.10365 -0.79795 -2.41246
H 4.18172 0.01119 -5.41887
H -2.29821 1.31068 -5.43751
H 0.46871 0.89461 -5.59311
H -1.12844 -3.45721 1.01930
H 1.86132 2.81055 -4.66969
H -1.27719 0.24474 -3.44898
H 0.56238 -4.44613 -1.25492
H 1.59648 2.87591 0.67842
H 3.30414 -5.05803 3.83411
H 4.70411 -4.39547 -0.73584
H -6.19652 -2.56770 3.06859
H 3.08931 2.28308 -5.82321
H 2.48471 1.07003 -0.83900
H 4.63217 -3.83191 2.15671
H 3.17321 -1.75531 -0.49179
H -2.44220 3.73869 -5.63705
H -0.24497 5.02462 -1.30259
H 4.65988 -2.15353 0.40458
H -0.69595 -6.38789 1.81234
H -1.21651 -4.54212 -3.34655
H 0.28023 1.88273 2.29713
H -0.72898 -5.78045 0.16000
H 0.75182 -1.01853 -3.05191
H 5.30329 1.59237 1.34466
H 0.86045 -5.20960 3.58528
H 3.30265 -3.92001 -1.69173
H 4.83971 -3.06181 -1.88302
H -5.19934 -3.44609 1.01752
H -3.31814 -2.98253 -3.96323
H 0.36222 4.10257 1.05167
H 2.30767 -1.07164 -2.55165
H 1.00244 -0.77627 -5.40379
H -5.43931 -0.41813 4.03692
*
```

**Energy relative to the best compared isomer or geometry (same formula, charge and spin)**: 0.6 kcal per mole
**HOMO energy (spin up / spin down)**: -10.16 / -10.16 eV
**Expectation value of S²**: 9.332
**LUMO level (spin up / spin down)**: -0.0736 / -0.0730 hartree
**Kohn-Sham gap (spin up / spin down)**: 8.15 / 8.17 eV



# 2
Here is a 2-piece molecular cluster, C2H3N3O2 overall at a distorted geometry from the OMol25 dataset. Energies are from ωB97M-V/def2-TZVPD.

ORCA input file:
```
! wB97M-V def2-TZVPD RIJCOSX def2/J DEFGRID3
* xyz 0 3
O 0.66614 -1.96761 -1.98088
O -2.90286 1.10394 -1.30444
N 0.73791 0.28881 -2.57970
N -1.37291 0.48681 0.34300
N -0.63070 -0.51961 0.93198
C 0.78873 -0.84681 -2.22570
C -2.13960 0.65097 -0.55641
H 0.20584 -0.09751 1.32808
H 1.30960 1.09426 -2.48009
H -1.17007 -0.94433 1.68635
*
```

**Energy relative to the best compared isomer or geometry (same formula, charge and spin)**: 35.6 kcal per mole
**HOMO energy (spin up / spin down)**: -4.82 / -10.96 eV
**Expectation value of S²**: 2.007
**LUMO level (spin up / spin down)**: 0.0291 / -0.1049 hartree
**Kohn-Sham gap (spin up / spin down)**: 5.61 / 8.11 eV



# 3
Here is AlCrF2 as an isolated structure at a distorted geometry from the OMol25 dataset. Energies are from ωB97M-V/def2-TZVPD.

ORCA input file:
```
! wB97M-V def2-TZVPD RIJCOSX def2/J DEFGRID3
* xyz 3 5
Cr -1.49659 -0.66909 0.56639
Al 1.36856 0.14044 -0.82308
F 0.90289 -0.30416 0.67802
F -0.77487 0.83281 -0.42133
*
```

**HOMO energy (spin up / spin down)**: -27.99 / -29.69 eV
**Expectation value of S²**: 6.006
**LUMO level (spin up / spin down)**: -0.7869 / -0.7888 hartree
**Kohn-Sham gap (spin up / spin down)**: 6.58 / 8.23 eV



# 4
Here is a 2-piece molecular cluster, C7H14IN2 overall at a distorted geometry from the OMol25 dataset. Energies are from ωB97M-V/def2-TZVPD.

ORCA input file:
```
! wB97M-V def2-TZVPD RIJCOSX def2/J DEFGRID3
* xyz 1 1
I 4.77409 0.56124 0.32419
N 1.88257 0.37850 -0.67390
N -0.37006 0.43141 -0.12087
C 0.71237 -0.11470 -0.57617
C -1.91424 1.71831 -1.52651
C -3.62403 0.35542 0.59663
C 3.34001 -0.94876 -0.25902
C -1.48953 1.01364 -0.24472
C -2.42130 1.20388 0.96090
C 3.53573 -1.70623 -1.50525
H -4.28375 0.88686 -0.10221
H -4.20268 0.22158 1.57767
H -1.19561 2.42473 -1.78426
H -1.63673 0.99342 -2.36433
H 2.54259 -2.14205 -1.93667
H -2.94782 1.95727 -1.52496
H 4.01175 -1.08117 -2.28835
H -2.75007 2.20503 1.05375
H -3.33771 -0.64666 0.29552
H 4.24230 -2.44705 -1.40971
H 0.76824 -1.22071 -0.51405
H -1.94491 0.93647 1.93593
H 2.06184 1.31343 -0.59376
H 2.77194 -1.31927 0.53128
*
```

**Energy relative to the best compared isomer or geometry (same formula, charge and spin)**: 73.3 kcal per mole
**HOMO energy**: -13.26 eV
**LUMO level**: -0.1376 hartree
**Kohn-Sham gap**: 9.51 eV